[1]
Computed, not measured: a molecular structure, C26H34F3N8O2P2Re at a distorted geometry, with ωB97M-V with the def2-TZVPD basis set.

## Properties
strongest force on any atom: 1.87 eV Å⁻¹
ΔE to the lowest compared entry with this formula, charge and spin: 22.2 kcal/mol
multiplicity: 2
E_HOMO (spin up / spin down): -0.592 / -0.596 hartree
net charge: +3
LUMO (spin up / spin down): -0.3706 / -0.3788 Eh
frontier orbital gap (spin up / spin down): 6.02 / 5.92 eV

Each line ends with the Löwdin charge.
Atoms and positions in Å:
Re -0.251654 0.795388 0.235744  1.22
N 0.326109 -1.494025 2.648137  0.15
C -0.937136 -0.944032 2.750078  -0.26
C -1.798643 -1.509862 3.700286  0.03
C -3.057511 -0.997490 3.873230  0.01
C -3.452894 0.092961 3.092374  -0.01
C -2.569337 0.582789 2.174930  -0.14
N -1.321805 0.076401 1.977850  -0.07
C 1.503958 -0.957326 2.173638  -0.28
C 2.700637 -1.498131 2.658575  0.03
C 3.899722 -0.959702 2.265048  0.01
C 3.897430 0.113691 1.367975  -0.01
C 2.697363 0.560422 0.895836  -0.14
N 1.496812 0.036795 1.276935  -0.03
H 0.466972 -2.269078 3.279169  0.15
H -1.450661 -2.338632 4.303059  0.14
H -3.721833 -1.421529 4.614252  0.14
H -4.429466 0.542103 3.201034  0.13
H -2.831407 1.409208 1.534467  0.07
H 2.670479 -2.321968 3.359691  0.14
H 4.829845 -1.355354 2.650790  0.14
H 4.818290 0.572082 1.037786  0.13
H 2.661358 1.359711 0.170922  0.09
N 0.939178 -2.783642 -0.614266  0.07
N 1.428781 -2.668507 -1.916619  0.02
C 1.650091 -1.482601 -2.487106  -0.33
N 2.150163 -1.458626 -3.709127  0.25
N 1.293626 -0.400494 -1.729344  0.12
N 1.526417 0.827010 -2.130630  -0.39
O 2.097754 1.202001 -3.124752  0.14
O 1.072413 1.711223 -1.312363  -0.24
H 1.551405 -3.396562 -0.088733  0.11
H 0.001999 -3.169909 -0.633198  0.10
H 1.605411 -3.506019 -2.456716  0.17
H 2.392112 -2.307147 -4.199746  0.15
H 2.372852 -0.575948 -4.142917  0.12
C -0.172062 2.927794 3.265828  -0.21
P 0.145871 2.968376 1.481836  0.80
C 1.748341 3.811392 1.339847  -0.20
C -1.052628 4.177825 0.812717  -0.37
C -1.113456 4.046652 -0.703446  -0.36
P -1.644764 2.355378 -1.130302  0.79
C -1.435852 2.198848 -2.923079  -0.19
C -3.447442 2.365266 -0.921696  -0.20
H -0.165722 3.950050 3.646270  0.08
H 0.608475 2.359411 3.773455  0.06
H -1.138074 2.472945 3.479572  0.04
H 1.630299 4.790773 1.805831  0.08
H 2.048708 3.942677 0.300542  0.06
H 2.521560 3.261141 1.874959  0.06
H -0.763729 5.185218 1.118065  0.11
H -2.026779 3.967870 1.263025  0.09
H -0.136488 4.220776 -1.160531  0.09
H -1.815183 4.761743 -1.137940  0.11
H -2.268523 2.706846 -3.410132  0.07
H -1.455254 1.148328 -3.214836  0.05
H -0.503289 2.657641 -3.246774  0.06
H -3.852327 3.173141 -1.533194  0.07
H -3.752820 2.526401 0.110324  0.04
H -3.856251 1.418440 -1.274353  0.05
F -6.847941 -4.383967 -4.349226  0.17
C -6.945133 -4.106204 -3.050240  -0.60
F -8.093253 -3.458971 -2.838890  0.17
F -6.991207 -5.262501 -2.376209  0.17
C -5.766280 -3.283836 -2.570062  -0.07
C -4.557259 -3.330510 -3.251774  0.03
C -3.478549 -2.606288 -2.785017  0.00
C -3.600293 -1.840284 -1.618213  -0.25
C -4.828313 -1.807963 -0.934043  0.00
C -5.905942 -2.519676 -1.414994  0.03
C -2.522831 -1.081368 -1.105816  -0.05
C -1.579652 -0.423352 -0.666411  -0.22
H -4.467933 -3.924849 -4.150583  0.14
H -2.539253 -2.626203 -3.321606  0.12
H -4.921733 -1.223460 -0.027510  0.12
H -6.858016 -2.490770 -0.902767  0.14

Cartesian forces, eV/Å:
1.1 -1.0 -1.1
0.0 -0.1 -0.1
-0.1 0.0 0.1
0.0 0.0 0.0
0.0 0.0 0.0
0.0 0.0 0.0
-0.1 -0.1 0.1
0.1 0.4 -0.3
-0.1 0.1 0.0
0.1 0.0 0.0
-0.1 0.0 0.0
0.0 0.0 0.0
0.2 -0.1 0.0
-0.2 0.6 0.0
0.0 0.0 0.0
0.0 0.0 0.0
0.0 0.0 0.0
0.0 0.0 0.0
0.0 0.0 0.0
0.0 0.0 0.0
0.0 0.0 0.0
0.0 0.0 0.0
0.0 0.0 0.1
0.0 0.0 0.1
-0.1 -0.1 0.1
0.0 0.2 0.0
0.0 0.3 0.0
-0.2 -0.1 0.1
0.4 -0.2 -0.5
0.0 -0.4 0.1
-0.6 -0.4 0.7
0.0 0.0 0.0
0.0 0.0 0.0
0.0 0.0 0.0
0.0 0.0 0.0
0.0 0.1 0.0
0.1 -0.2 -0.1
-1.0 0.3 0.1
0.0 -0.3 -0.1
0.1 0.0 0.0
-0.1 0.0 -0.1
-0.2 -0.1 0.7
0.1 -0.1 0.1
0.1 0.0 -0.1
0.0 0.0 0.0
0.0 0.0 0.0
0.0 0.0 0.0
0.0 0.0 0.0
0.0 0.0 0.0
0.0 0.0 0.0
0.0 0.0 0.0
0.0 0.0 0.0
0.0 0.0 0.0
0.0 0.0 0.0
0.0 0.0 0.0
0.0 0.0 0.0
0.0 0.0 0.0
0.0 0.0 0.0
0.0 0.0 0.0
0.0 0.0 0.0
0.0 0.0 -0.1
0.0 0.0 0.0
0.0 0.0 0.0
0.0 0.0 0.0
0.0 0.1 0.1
0.0 0.0 0.0
0.1 0.1 0.0
-0.2 -0.1 0.1
0.1 0.0 0.0
0.0 -0.1 -0.1
0.3 0.1 -0.2
0.0 0.9 0.3
0.0 0.0 0.0
0.0 0.0 0.0
0.0 0.0 0.0
0.0 0.0 0.0

=====

[2]
Computed, not measured: a molecular structure, C26H34IN3O2RhSi2, with ωB97M-V with the def2-TZVPD basis set.

## Properties
strongest force on any atom: 0.35 eV Å⁻¹
multiplicity: 5
E_HOMO (spin up / spin down): -0.401 / -0.406 hartree
net charge: +1
LUMO (spin up / spin down): -0.1138 / -0.1640 Eh
frontier orbital gap (spin up / spin down): 7.80 / 6.57 eV

Each line ends with the natural charge from an NBO analysis.
Atoms and positions in Å:
Rh 0.844063 -0.071105 -0.713534  1.15
C 0.795165 -4.175459 1.618660  -0.65
C 1.431447 -3.005733 2.308434  0.20
N 1.763353 -3.144329 3.568880  -0.38
C 2.345133 -2.122387 4.219346  0.00
C 2.669276 -0.933546 3.620411  -0.04
C 3.333883 0.157392 4.420190  -0.10
O 2.614770 1.390285 4.372893  -0.73
C 2.319267 -0.751923 2.259789  -0.20
C 2.752883 0.478207 1.628934  0.21
N 2.301099 0.997226 0.547382  -0.56
C 2.823224 2.244327 0.124802  0.16
C 3.072556 3.269896 1.036546  -0.26
C 3.553278 4.494167 0.603509  -0.17
C 3.784359 4.720494 -0.745289  -0.19
C 3.528983 3.716757 -1.669773  -0.22
C 3.047074 2.499842 -1.223892  -0.19
I 2.681309 0.988294 -2.640674  0.28
C 1.641642 -1.782897 1.594219  0.33
O 1.196371 -1.725845 0.352122  -0.74
H 1.201998 -5.095857 2.030916  0.24
H 0.958133 -4.140548 0.545067  0.23
H -0.282067 -4.180198 1.797398  0.23
H 2.563304 -2.286223 5.268466  0.20
H 4.330688 0.381022 4.035106  0.19
H 3.461101 -0.183000 5.449710  0.20
H 1.803879 1.283040 4.881247  0.48
H 3.555612 1.005811 2.139264  0.20
H 2.871173 3.095113 2.087712  0.24
H 3.740596 5.278483 1.323901  0.23
H 4.154871 5.676272 -1.088323  0.24
H 3.703603 3.886284 -2.723054  0.24
C -2.293247 -2.225386 1.015770  -1.13
Si -2.403146 -2.194813 -0.846114  1.64
C -4.152646 -2.567715 -1.385665  -1.11
C -1.206951 -3.387156 -1.636906  -1.12
C -2.014193 -0.432714 -1.427933  -0.79
C -2.054036 0.606091 -0.390747  0.17
C -3.233374 1.187112 0.073136  -0.22
C -3.167238 2.176997 1.033605  -0.12
C -1.929859 2.575906 1.528240  -0.27
C -0.802505 1.958784 1.036376  0.07
N -0.860044 1.000719 0.100211  -0.57
Si -1.823182 0.205612 -3.185579  1.63
C -3.509385 0.238390 -3.988825  -1.11
C -1.193442 1.967940 -3.096623  -1.12
C -0.662486 -0.905887 -4.144063  -1.12
H -2.488204 -3.234069 1.385447  0.25
H -3.045483 -1.565406 1.453671  0.24
H -1.309332 -1.919361 1.378506  0.24
H -4.459932 -3.541868 -0.998260  0.25
H -4.239526 -2.596643 -2.472717  0.24
H -4.856087 -1.823263 -1.007594  0.24
H -1.370346 -4.393291 -1.244429  0.25
H -0.172293 -3.113413 -1.421290  0.25
H -1.341043 -3.427813 -2.718517  0.24
H -4.181156 0.855891 -0.329001  0.23
H -4.075126 2.638435 1.399577  0.24
H -1.843718 3.347204 2.279104  0.24
H 0.186846 2.220369 1.388168  0.21
H -4.215402 0.824982 -3.397690  0.24
H -3.924336 -0.762197 -4.114304  0.24
H -3.438340 0.698276 -4.977173  0.25
H -1.958100 2.613034 -2.656882  0.25
H -0.979560 2.343991 -4.099309  0.25
H -0.282970 2.083549 -2.504694  0.22
H -1.154300 -1.836010 -4.431593  0.25
H 0.227689 -1.173605 -3.567530  0.23
H -0.335574 -0.406536 -5.058730  0.25

Cartesian forces, eV/Å:
0.3 0.1 -0.1
0.0 0.0 0.0
-0.1 0.0 -0.2
0.1 0.1 0.1
-0.1 -0.1 0.0
0.0 0.0 0.0
0.0 0.0 0.0
0.0 0.0 0.0
0.0 0.0 0.0
0.1 0.1 0.1
0.0 -0.1 -0.1
0.1 0.1 0.0
0.0 -0.1 0.0
0.0 0.0 0.0
0.0 0.0 0.0
0.0 0.1 0.1
0.0 -0.1 -0.1
-0.2 -0.1 0.3
-0.1 -0.1 0.0
0.0 0.1 0.0
0.0 0.0 0.0
0.0 0.0 0.0
0.0 0.0 0.0
0.0 0.0 0.0
0.0 0.0 0.0
0.0 0.0 0.0
0.0 0.0 0.0
0.0 0.0 0.0
0.0 0.0 0.0
0.0 0.0 0.0
0.0 0.0 0.0
0.0 0.0 0.0
0.0 0.0 0.0
0.0 0.1 -0.1
0.0 0.0 0.0
0.0 0.0 0.0
-0.1 0.0 0.2
0.2 0.0 -0.1
0.0 0.0 0.0
0.0 0.0 0.0
0.0 0.0 0.0
0.0 0.0 0.0
-0.2 0.0 -0.1
-0.1 0.0 -0.1
0.0 0.0 0.0
0.0 0.0 0.0
0.0 0.0 0.0
0.0 0.0 0.0
0.0 0.0 0.0
0.0 0.0 0.0
0.0 0.0 0.0
0.0 0.0 0.0
0.0 0.0 0.0
0.0 0.0 0.0
0.0 0.0 0.0
0.0 0.0 0.0
0.0 0.0 0.0
0.0 0.0 0.0
0.0 0.0 0.0
0.0 0.0 0.0
0.0 0.0 0.0
0.0 0.0 0.0
0.0 0.0 0.0
0.0 0.0 0.0
0.0 0.0 0.0
0.0 0.0 0.0
0.0 0.0 0.0
0.0 0.0 0.0
0.0 0.0 0.0

=====

[3]
Computed, not measured: a molecular structure, C26H34IN6O3Ru at a distorted geometry, with ωB97M-V with the def2-TZVPD basis set.

## Properties
strongest force on any atom: 1.04 eV Å⁻¹
ΔE to the lowest compared entry with this formula, charge and spin: 0.0 kcal/mol
multiplicity: 2
E_HOMO (spin up / spin down): -0.512 / -0.513 hartree
net charge: +2
LUMO (spin up / spin down): -0.2307 / -0.2801 Eh
frontier orbital gap (spin up / spin down): 7.66 / 6.35 eV

Each line ends with the Löwdin charge.
Atoms and positions in Å:
Ru -0.572459 -0.411143 0.551422  1.12
C -1.352386 4.118664 -0.408319  0.00
C -0.095932 3.755321 0.324209  -0.25
N 0.682435 4.716042 0.747471  0.16
C 1.846821 4.426794 1.364090  -0.05
C 2.307400 3.154130 1.554367  -0.13
C 3.664153 2.921594 2.174937  -0.18
O 4.542997 2.229855 1.290087  -0.05
C 1.480418 2.074908 1.124317  -0.08
C 2.016396 0.748037 1.208761  -0.03
N 1.427370 -0.368869 0.894487  -0.08
C 2.249397 -1.541603 0.834271  -0.31
C 3.588431 -1.460191 0.452984  0.00
C 4.385401 -2.593153 0.432927  -0.03
C 3.861430 -3.830159 0.776160  -0.04
C 2.521096 -3.939750 1.115888  -0.12
C 1.738015 -2.799568 1.129718  -0.58
I -0.308427 -3.008522 1.517713  1.24
C 0.238838 2.378388 0.536808  -0.29
O -0.637333 1.491479 0.117928  -0.22
H -1.282071 5.153121 -0.732959  0.09
H -2.226660 4.029839 0.240591  0.08
H -1.514479 3.468247 -1.267564  0.09
H 2.431724 5.279647 1.687285  0.13
H 3.583206 2.306886 3.073881  0.13
H 4.084994 3.878149 2.485088  0.13
H 5.021985 2.868260 0.752051  0.11
H 3.051431 0.680926 1.522330  0.12
H 4.009153 -0.508329 0.154214  0.12
H 5.421724 -2.505949 0.137156  0.13
H 4.483978 -4.713899 0.763566  0.13
H 2.096551 -4.903555 1.362531  0.11
N -0.871848 -0.015686 2.613346  -0.09
C -1.226477 1.288153 3.268182  -0.17
C -2.391112 1.983734 2.597968  -0.17
C -3.609900 1.094795 2.316319  -0.16
C -3.721320 0.690290 0.852932  -0.20
N -2.773653 -0.380488 0.438478  -0.06
H -1.612709 -0.667033 2.867526  0.05
H -0.046722 -0.385435 3.081897  0.08
H -0.342077 1.922589 3.269678  0.12
H -1.465019 1.046321 4.306393  0.13
H -2.054139 2.393288 1.651466  0.06
H -2.663304 2.835926 3.221104  0.13
H -4.520025 1.631059 2.582640  0.13
H -3.622817 0.196105 2.946994  0.12
H -3.543872 1.554009 0.212441  0.12
H -4.727941 0.325008 0.643306  0.13
H -2.896851 -0.562505 -0.558110  0.07
H -3.095646 -1.259412 0.838178  0.08
C -3.690556 -3.907770 -3.474103  0.02
C -2.594746 -3.255096 -2.684544  -0.52
O -2.796443 -2.356522 -1.871318  0.02
N -1.335695 -3.672427 -2.910277  0.08
C -0.202800 -3.045985 -2.254352  -0.13
C 0.028291 -1.598562 -2.628956  -0.23
C 0.237790 -1.347528 -3.977647  0.00
C 0.642406 -0.101117 -4.410388  -0.01
C 0.899493 0.859380 -3.450883  -0.02
C 0.668763 0.547462 -2.128955  -0.11
N 0.195828 -0.634107 -1.690524  0.06
H -4.628160 -3.817768 -2.933730  0.09
H -3.481919 -4.956955 -3.678734  0.09
H -3.793480 -3.389102 -4.428942  0.10
H -1.175620 -4.433330 -3.548455  0.15
H 0.675463 -3.602485 -2.582850  0.14
H -0.264536 -3.145547 -1.179420  0.01
H 0.095150 -2.154490 -4.684217  0.13
H 0.792348 0.101350 -5.462251  0.13
H 1.276903 1.838138 -3.709672  0.12
H 0.891355 1.286144 -1.378912  0.09

Cartesian forces, eV/Å:
0.5 0.9 0.2
0.0 0.0 0.0
0.0 -0.1 0.0
0.1 0.0 0.0
-0.1 0.0 0.0
0.0 -0.1 0.0
0.0 0.0 0.0
0.0 0.0 0.0
-0.1 0.0 0.0
0.1 -0.2 0.1
-0.2 0.1 0.0
0.0 0.0 -0.1
0.0 0.0 0.0
0.0 0.0 0.0
0.0 0.0 0.0
0.0 0.0 0.0
0.0 0.0 0.0
-0.1 0.0 -0.1
0.1 0.2 0.1
0.0 -0.6 0.1
0.0 0.0 0.0
0.0 0.0 0.0
0.0 0.0 0.0
0.0 0.0 0.0
0.0 0.0 0.0
0.0 0.0 0.0
0.0 0.0 0.0
0.0 0.0 0.0
0.0 0.0 0.0
0.0 0.0 0.0
0.0 0.0 0.0
0.0 0.0 0.0
-0.1 -0.1 -0.1
0.0 0.0 0.0
0.0 0.0 0.0
0.1 -0.1 0.0
0.0 0.0 0.0
0.5 -0.6 -0.5
0.0 0.0 0.1
0.0 0.0 0.0
0.0 0.0 0.0
0.0 0.1 0.0
0.0 0.1 0.0
0.0 -0.1 0.1
0.0 0.0 -0.1
0.0 0.0 0.0
0.0 0.0 0.0
0.0 0.0 0.0
-0.1 0.0 -0.2
-0.1 0.0 0.0
0.0 0.0 0.0
-0.3 0.3 0.3
0.0 0.2 0.2
0.4 -0.1 -0.2
-0.2 -0.1 0.0
0.2 0.1 0.0
-0.1 0.1 0.0
0.0 -0.1 -0.1
0.0 0.0 0.1
0.1 0.1 0.1
-0.7 -0.3 -0.1
0.0 0.0 0.0
0.0 0.0 0.0
0.0 0.0 0.0
0.0 0.0 0.0
0.1 0.0 0.1
-0.2 0.0 0.1
0.0 0.0 0.0
0.0 0.0 0.0
0.0 0.0 0.0
0.0 0.0 -0.1

=====

- Number 1 is which compound?
  C26H34F3N8O2P2Re

=====

- Which value of multiplicity does entry 1 give?
  2